[1]
The following is a DFT calculation (ωB97M-V with the def2-TZVPD basis set) of the molecule C10H12O2 at a distorted geometry.

Last column: Mulliken charge in e.
Atoms and positions in Å:
C -1.5124 0.9237 -1.0572  -0.51
C -0.4540 1.7834 -0.7934  -0.79
C -1.6509 -0.4667 -0.5521  -0.67
C 0.3025 1.5910 0.4475  1.25
C 1.2239 -0.6508 1.6518  0.58
C -0.6029 -1.3317 -0.4007  1.04
C 0.6572 0.4705 1.0525  0.11
C 0.8988 2.9216 0.8283  -1.72
C 0.6924 -1.2909 -1.2740  -1.10
C -0.9129 -2.6816 0.2355  -1.46
O 1.5845 -1.7878 1.5083  -0.54
O 1.4785 0.4445 2.3500  -0.51
H -2.1921 1.2984 -1.7739  0.44
H -0.2556 2.6864 -1.2840  0.49
H -2.5620 -0.6426 -0.0373  0.31
H 1.5749 2.9394 1.7441  0.30
H 0.1858 3.6557 0.9714  0.43
H 1.5635 3.2197 -0.0314  0.35
H 1.5693 -1.8700 -0.9633  0.30
H 1.1098 -0.2311 -1.4932  0.26
H 0.4094 -1.6366 -2.2665  0.43
H -1.0972 -3.4564 -0.5840  0.31
H -1.8271 -2.6887 0.6955  0.45
H -0.1834 -3.1995 1.0263  0.23

Atomic forces in eV per Å
C 2.6 0.5 -0.3
C -2.3 -4.0 1.6
C 2.2 1.4 0.7
C 1.1 0.6 -1.1
C 1.2 -1.8 -1.3
C -0.2 -0.9 -1.2
C -0.4 1.7 0.6
C 3.4 -1.0 0.8
C 0.2 2.1 -0.3
C 2.6 -2.3 -0.7
O -0.3 1.2 1.2
O 0.0 -0.3 0.4
H -1.0 0.1 -0.8
H -0.3 1.2 -0.7
H -0.8 -0.6 0.2
H -1.0 -0.4 -1.1
H -1.6 1.5 0.1
H -0.7 -0.1 0.8
H -0.7 -0.1 0.4
H -0.9 -1.6 0.6
H -0.1 -0.3 -0.1
H 0.7 0.9 0.7
H -2.4 0.5 1.4
H -1.2 1.6 -2.1

- SMILES = CC(C)=C/C=C\C(C)=C1\OC1=O
- highest occupied orbital energy (Ha) = -0.3204
- energy above the lowest of the compared OMol25 structures with the same formula, charge and spin (eV) = 4.492
- HOMO-LUMO gap (eV) = 8.86


[2]
The following is a DFT calculation (ωB97M-V with the def2-TZVPD basis set) of the molecule C10H12O2P2 at a distorted geometry.

Last column: Mulliken spin population.
Atoms and positions in Å:
C -1.8717 -0.6354 -1.1540  0.02
C -1.1174 -1.6129 -0.6358  0.00
C 0.2706 0.4355 1.8094  0.58
C -0.3374 1.3853 1.0081  -0.20
C -2.3768 0.6571 -0.5986  0.05
C -0.4139 -1.6091 0.6998  0.02
C -1.5293 1.8751 -1.0128  -0.01
C 0.8076 -0.8358 1.1294  -0.05
C -0.3479 1.3630 -0.3449  0.40
C 1.9405 -0.5144 0.1103  0.66
O -3.3445 0.5291 0.1089  0.04
O -0.9787 -2.2253 1.5718  0.02
P 2.6397 1.0496 0.4800  0.09
P 1.6275 -1.1186 -1.5566  0.07
H -2.5578 -0.8750 -2.0034  0.00
H -1.1971 -2.5944 -0.8805  -0.01
H 0.3373 0.2582 2.8817  0.00
H -0.9130 2.0950 1.6336  0.00
H -1.5649 1.9732 -2.0361  0.00
H -2.0288 2.7495 -0.7449  0.01
H 1.3693 -1.4937 1.9834  0.04
H 0.2261 0.7370 -0.8672  0.10
H 3.9187 0.8351 -0.1870  0.04
H 2.8014 0.8391 1.9558  0.05
H 1.7930 -2.4805 -1.2923  0.04
H 2.8475 -0.7867 -2.0583  0.01

Atomic forces in eV per Å
C -1.0 -1.7 -0.8
C 0.0 3.3 1.3
C 0.6 -1.8 -0.8
C 0.0 0.2 3.8
C 0.3 -0.8 -0.4
C -0.7 0.4 0.8
C -1.9 -1.2 1.1
C 3.0 -0.5 1.1
C -1.5 3.0 1.3
C -2.0 -0.6 0.3
O 0.0 1.3 0.1
O -0.1 -0.7 0.1
P 1.3 0.4 0.4
P -0.4 0.4 0.3
H 0.8 -0.2 0.5
H -0.3 -2.7 -1.7
H -0.7 1.2 -0.1
H 0.1 0.0 -1.0
H 0.7 -0.4 -2.7
H -0.4 1.6 1.6
H -1.6 1.3 -1.9
H 2.1 -2.1 -1.8
H -0.3 0.0 0.9
H 0.6 0.1 -1.5
H 0.3 -0.4 -0.1
H 1.3 -0.1 -0.6

- highest occupied orbital energy (spin up / spin down) (Ha) = -0.2654 / -0.3298
- HOMO-LUMO gap (spin up / spin down) (eV) = 7.63 / 7.76
- <S²> = 2.04
- spin multiplicity = 3


[3]
The following is a DFT calculation (ωB97M-V with the def2-TZVPD basis set) of a structure of composition C10H12O2S at a distorted geometry.

Last column: Mulliken charge in e.
Atoms and positions in Å:
C -0.2127 -1.2944 3.1884  -0.40
C 0.9925 -1.4745 2.5275  -0.61
C -1.2801 -0.7116 2.5260  -0.60
C 1.1278 -1.0817 1.2103  -0.31
C -1.1512 -0.3100 1.2064  -0.25
C 0.0528 -0.4988 0.5451  -0.33
C -0.3717 -0.4797 -3.0106  -0.54
C -1.3708 0.6405 -2.6159  -0.27
C 0.2319 -0.1073 -0.8801  1.02
C 1.5065 2.1179 0.0860  -0.76
O -0.0199 -1.0685 -1.7768  -0.46
O -1.0328 1.0635 -1.3473  -0.54
S 1.7311 0.8504 -1.1880  -0.07
H -0.3171 -1.6056 4.2183  0.39
H 1.8310 -1.9171 3.0431  0.40
H -2.2165 -0.5647 3.0417  0.39
H 2.0623 -1.2189 0.6851  0.45
H -1.9678 0.1610 0.6844  0.45
H -0.8108 -1.2519 -3.6404  0.34
H 0.5149 -0.0503 -3.4905  0.30
H -1.2970 1.4717 -3.3299  0.26
H -2.3989 0.2445 -2.6247  0.27
H 2.1812 2.9323 -0.1552  0.39
H 1.7411 1.7050 1.0630  0.23
H 0.4743 2.4480 0.0343  0.27

Atomic forces in eV per Å
C 0.0 0.0 0.0
C 0.0 -0.1 0.1
C 0.0 0.0 0.1
C -0.1 0.0 -0.1
C 0.0 0.0 -0.1
C -0.1 -0.2 0.0
C -0.2 0.6 -0.6
C -0.1 -0.4 -0.4
C -1.7 2.5 -0.7
C -0.1 -0.4 -0.2
O 0.2 -0.5 0.3
O 2.0 -1.6 1.5
S 0.2 -0.1 -0.2
H 0.0 0.0 0.1
H 0.1 -0.1 0.0
H -0.1 0.0 0.0
H 0.1 0.0 0.0
H -0.1 0.0 -0.1
H 0.1 0.0 0.1
H -0.1 -0.1 0.0
H 0.0 -0.1 0.0
H 0.1 0.0 -0.1
H 0.0 0.1 0.0
H 0.0 0.1 0.1
H 0.0 0.1 0.1

- highest occupied orbital energy (Ha) = -0.3171
- energy above the lowest of the compared OMol25 structures with the same formula, charge and spin (eV) = 1.931
- HOMO-LUMO gap (eV) = 9.40


[4]
The following is a DFT calculation (ωB97M-V with the def2-TZVPD basis set) of a structure of composition C10H13AuNPS at a distorted geometry.

Last column: Mulliken spin population.
Atoms and positions in Å:
C -0.3608 -0.3200 -3.0823  0.46
C -0.6475 0.5064 -4.0956  -0.17
C -0.4631 1.8906 -4.1189  0.42
C 0.1670 2.6920 -3.1613  -0.16
C 0.6159 2.2812 -1.9657  0.41
Au -0.0598 0.5867 -1.4328  0.12
P 0.1267 -1.8038 -0.5850  0.01
H -0.4903 -1.4108 -3.1623  0.02
H -1.0343 0.0664 -5.0255  0.00
H -0.7279 2.3902 -5.0575  0.03
H 1.1623 2.9692 -1.2981  0.01
H 0.3308 3.7388 -3.4571  0.00
H 1.3552 -2.1179 0.0762  0.00
H 0.1354 -2.7813 -1.6184  0.00
H -0.8826 -2.3320 0.2824  0.00
S 0.1962 1.4833 0.8670  -0.02
C 0.1798 0.3311 2.1125  0.29
N -0.9748 -0.3948 2.3372  0.21
C -1.1054 -1.2892 3.3670  0.22
C -0.0575 -1.4659 4.2457  -0.10
C 1.1318 -0.7451 4.0570  0.37
C 1.2509 0.1383 2.9918  -0.14
H -1.7426 -0.2694 1.6785  -0.02
H -2.0530 -1.8204 3.4215  0.02
H -0.1654 -2.1646 5.0729  0.00
H 1.9620 -0.8762 4.7478  0.04
H 2.1509 0.7168 2.8029  -0.01

Atomic forces in eV per Å
C -0.5 -0.5 -2.0
C -0.6 -0.9 -1.8
C -0.2 0.7 -1.3
C 0.4 1.6 -0.6
C 0.1 2.2 -0.8
Au 1.4 -3.4 6.4
P -0.5 0.1 0.4
H 0.1 0.7 -0.2
H 0.1 0.2 0.2
H 0.0 -0.2 0.4
H -0.4 -0.6 -0.2
H 0.1 -0.4 0.0
H -0.7 0.1 -0.1
H 0.0 0.2 0.4
H 0.7 -0.1 -0.3
S -0.1 1.2 -1.0
C 1.4 -0.3 0.8
N -1.2 -0.1 -0.9
C 0.7 -0.7 1.2
C -1.5 -0.3 -0.6
C 1.0 0.1 0.6
C -0.8 0.2 -0.9
H 0.4 0.1 0.5
H 0.3 0.1 0.1
H 0.0 0.2 -0.2
H -0.2 0.0 -0.1
H -0.1 -0.2 0.1

- highest occupied orbital energy (spin up / spin down) (Ha) = -0.1838 / -0.2932
- energy above the lowest of the compared OMol25 structures with the same formula, charge and spin (eV) = 0.144
- HOMO-LUMO gap (spin up / spin down) (eV) = 4.93 / 6.92
- <S²> = 2.07
- spin multiplicity = 3


[5]
The following is a DFT calculation (ωB97M-V with the def2-TZVPD basis set) of the molecule C10H13BN2O4 at a distorted geometry.

Last column: Mulliken charge in e.
Atoms and positions in Å:
O -3.7190 0.8918 2.2038  -0.56
O -3.2980 0.9476 4.3638  -0.59
O -0.6932 -0.4377 -0.9851  -0.55
O 1.7415 -0.2456 -0.6569  -0.50
B 0.4164 -0.3612 -0.2048  0.75
C 0.6739 0.6884 3.5995  -0.40
C 1.2022 0.2406 2.3412  -0.94
C -0.6622 0.8015 3.8646  -0.61
C -1.1439 0.0579 1.6312  -0.28
C 0.2369 -0.1108 1.3947  0.45
C -1.5593 0.5264 2.8373  -0.04
N 0.4813 -0.7312 -3.4784  -0.30
N -2.9432 0.7772 3.1786  0.94
C -0.9557 0.5998 -1.9442  -0.31
C 2.2543 -1.0419 -1.6997  -0.55
C 0.2628 0.6767 -2.9056  -0.71
C 1.1793 -1.6495 -2.6305  -0.58
H 1.3323 1.0148 4.3852  0.36
H 2.2434 -0.0680 2.2765  0.41
H -1.0015 1.0418 4.8196  0.55
H -1.8444 -0.0772 0.8400  0.60
H -0.3306 -1.0729 -4.0834  0.26
H -1.8368 0.4037 -2.5639  0.30
H -1.1236 1.5343 -1.4261  0.32
H 2.7477 -1.9141 -1.2761  0.36
H 3.0025 -0.4978 -2.2661  0.31
H 1.2413 1.1905 -2.5345  0.15
H -0.0343 1.3432 -3.7196  0.45
H 0.4672 -2.1639 -2.0108  0.30
H 1.6629 -2.3641 -3.3505  0.41

Atomic forces in eV per Å
O 1.1 -0.4 1.8
O 0.9 -0.5 -2.2
O -0.8 0.1 -0.2
O -1.1 -0.5 0.6
B 2.0 0.8 1.3
C 1.5 -0.1 -0.9
C -1.9 -0.7 1.7
C 0.4 -0.6 -1.7
C 0.6 0.6 0.4
C -0.7 0.0 -2.1
C 0.4 0.0 2.0
N -0.7 3.1 -1.0
N -2.8 0.8 -0.5
C 1.9 0.1 -0.5
C -0.7 -0.8 -1.2
C 0.0 -0.7 -0.9
C 0.5 -0.7 -1.0
H 0.4 -0.2 0.2
H -0.1 0.7 -0.4
H -0.5 0.6 1.3
H -0.3 -0.3 -0.3
H 1.7 0.5 1.7
H 0.1 -0.5 0.5
H -0.1 0.4 0.3
H 0.2 0.0 0.3
H 0.0 0.4 -0.1
H -1.8 -1.4 -0.2
H 0.0 -0.2 -0.2
H -0.1 -0.8 0.5
H -0.1 0.2 1.1

- SMILES = O=[N+]([O-])c1cccc(B2OCCNCCO2)c1
- highest occupied orbital energy (Ha) = -0.3169
- energy above the lowest of the compared OMol25 structures with the same formula, charge and spin (eV) = 1.408
- HOMO-LUMO gap (eV) = 7.99


[6]
The following is a DFT calculation (ωB97M-V with the def2-TZVPD basis set) of a cluster of 8 separate species, C10H13Cl21IO7PS2 in total at a distorted geometry.

Last column: Mulliken charge in e.
Atoms and positions in Å:
O 5.0042 0.6121 1.5434  -0.57
S 3.8093 0.3987 0.6850  0.89
O 3.5980 1.6183 -0.1494  -0.52
C 2.3312 -0.1578 1.6091  -0.45
C 1.4954 0.9831 2.2839  -0.33
O 0.2323 0.2936 2.5635  -0.41
S -0.9121 0.7735 1.4440  1.01
O -0.4563 0.3040 0.1190  -0.43
O -2.3130 0.5444 1.8432  -0.53
O -0.4041 2.3747 1.4381  -0.46
C 1.0482 2.2375 1.4262  0.10
P 1.6982 3.8732 2.1857  0.23
O 1.8453 5.0331 0.9258  -0.49
I 4.0340 3.5386 2.9488  -0.06
H 4.1117 -0.6364 -0.2035  0.14
H 2.7110 -0.8138 2.4409  0.36
H 1.7033 -0.8365 0.9715  0.21
H 1.7806 1.3731 3.2868  0.57
H 1.2603 2.2176 0.3296  0.44
H 2.0989 4.5342 0.1291  0.33
C -0.5439 -1.9804 -2.3152  0.14
Cl -0.6157 -2.5505 -3.9875  -0.13
Cl -2.1013 -2.2016 -1.5117  -0.16
Cl 0.7345 -2.8195 -1.4261  -0.14
H -0.3140 -0.9200 -2.3243  0.26
C 0.6305 7.9529 2.2855  0.25
Cl 2.3758 8.1846 2.4361  -0.13
Cl -0.1251 7.8489 3.8807  -0.05
Cl -0.0922 9.2602 1.3384  -0.14
H 0.4566 7.0169 1.7642  0.04
C -5.5611 -3.3162 -2.6755  0.55
Cl -6.3506 -3.4061 -1.0965  -0.13
Cl -5.5620 -4.8976 -3.4640  -0.08
Cl -6.3498 -2.1091 -3.6984  -0.13
H -4.5307 -3.0131 -2.5245  -0.21
C -0.5501 -6.4314 -3.3255  0.04
Cl -0.1668 -8.1086 -3.7407  -0.14
Cl -2.2806 -6.1244 -3.5044  0.00
Cl -0.0157 -6.0649 -1.6801  -0.12
H -0.0164 -5.7800 -4.0101  0.24
C -2.7808 6.0663 6.0335  0.04
Cl -1.7238 4.7993 5.3985  -0.07
Cl -3.5985 5.5172 7.5012  -0.13
Cl -1.8626 7.5443 6.3478  -0.14
H -3.5350 6.2870 5.2855  0.30
C -5.1305 -9.4622 -3.9947  -0.04
Cl -3.3865 -9.2515 -3.8036  -0.06
Cl -5.9240 -9.5521 -2.4176  -0.12
Cl -5.8135 -8.1475 -4.9608  -0.11
H -5.3065 -10.3959 -4.5183  0.34
C 7.0011 1.5270 -1.7373  0.76
Cl 6.1717 2.7123 -2.7523  -0.13
Cl 7.4181 0.0870 -2.6770  -0.14
Cl 8.4470 2.2315 -1.0059  -0.13
H 6.3261 1.2318 -0.9400  -0.39

Atomic forces in eV per Å
O -2.5 -1.7 -0.9
S 3.3 3.4 -0.5
O -1.0 -2.6 1.1
C 0.6 -0.3 0.8
C -1.7 0.1 -0.6
O -1.8 0.5 -0.7
S -0.3 -0.1 -2.0
O -1.0 0.3 2.6
O 4.2 0.9 -0.4
O -0.4 -2.1 1.4
C 1.0 1.0 -1.9
P -0.5 1.8 0.2
O -0.2 -2.7 0.9
I -0.5 -0.1 -0.5
H -0.7 0.3 0.8
H -0.1 0.7 -0.8
H 0.4 1.1 0.2
H 0.5 -0.8 -0.8
H 0.5 -0.6 1.0
H 0.2 0.5 -0.1
C -0.1 0.0 0.0
Cl 0.0 0.0 0.1
Cl 0.1 0.0 0.0
Cl 0.1 0.3 0.0
H 0.0 -0.1 0.0
C 0.1 0.0 0.1
Cl -0.1 -0.1 0.0
Cl 0.2 0.0 -0.4
Cl 0.0 -0.1 0.0
H 0.1 0.1 0.0
C -0.1 0.0 0.0
Cl 0.1 0.0 -0.1
Cl 0.0 0.1 0.0
Cl 0.1 0.0 0.1
H -0.1 0.0 0.0
C -0.1 0.0 0.1
Cl 0.1 0.1 0.0
Cl 0.3 0.2 0.0
Cl -0.1 -0.2 -0.1
H 0.0 -0.1 0.1
C 0.1 -0.1 0.1
Cl -0.1 0.1 0.0
Cl 0.0 0.0 -0.1
Cl -0.3 -0.1 0.3
H 0.1 0.0 0.1
C 0.1 0.0 0.1
Cl -0.2 -0.2 -0.1
Cl 0.0 0.0 -0.1
Cl 0.0 -0.1 0.0
H 0.0 0.1 0.0
C 0.0 0.1 0.0
Cl 0.0 -0.1 0.1
Cl -0.1 0.0 0.1
Cl -0.1 -0.1 0.0
H 0.1 0.1 0.0

- SMILES = O=[SH](=O)C[C@@H]1OS(=O)(=O)O[C@H]1P(O)I.ClC(Cl)Cl.ClC(Cl)Cl.ClC(Cl)Cl.ClC(Cl)Cl.ClC(Cl)Cl.ClC(Cl)Cl.ClC(Cl)Cl
- highest occupied orbital energy (Ha) = -0.3476
- energy above the lowest of the compared OMol25 structures with the same formula, charge and spin (eV) = 0.000
- HOMO-LUMO gap (eV) = 8.78


[7]
The following is a DFT calculation (ωB97M-V with the def2-TZVPD basis set) of a structure of composition C10H13Cl2N6O2Te4W at a distorted geometry.

Last column: Mulliken charge in e.
Atoms and positions in Å:
W 0.7743 0.3480 1.2794  0.52
Te 1.8904 -2.1722 1.5984  -0.17
Te 2.4733 -0.2508 3.3427  0.06
Te 1.4433 2.9980 1.4613  -0.30
Te 0.2370 1.8565 3.5728  -0.13
N -0.3196 2.2451 -1.6319  -0.42
C -1.7700 2.0292 -1.7490  -0.79
C -2.5116 2.1412 -0.4019  -0.73
C -2.2503 0.9973 0.5736  0.37
O -3.0979 0.2138 0.9047  -0.52
O -1.0085 0.8726 1.0863  0.49
H -0.1845 3.2246 -1.3958  0.23
H 0.0689 2.1495 -2.5674  0.23
H -1.9348 1.0349 -2.1732  0.32
H -2.2079 2.7573 -2.4361  0.48
H -3.5794 2.1178 -0.6064  0.37
H -2.2557 3.0938 0.0683  0.29
N 4.0577 0.5858 -1.5702  0.09
C 3.6774 0.9108 -0.3429  -0.30
N 2.4650 0.4299 -0.1296  0.44
C 2.1637 -0.2237 -1.3217  0.05
N 3.1235 -0.1163 -2.2102  -0.65
C 0.9262 -0.9322 -1.4658  0.46
C 0.5946 -1.6971 -2.5894  -0.49
N -0.4781 -2.4501 -2.6475  -0.56
C -1.2534 -2.4592 -1.5561  -0.57
C -0.9913 -1.6714 -0.4644  -0.36
N 0.0802 -0.8557 -0.3981  0.32
H 4.9373 0.7858 -2.0214  0.20
H 4.2588 1.4689 0.3727  0.52
H 1.2598 -1.6897 -3.4453  0.52
H -2.1079 -3.1205 -1.5757  0.44
H -1.6433 -1.6762 0.3995  0.40
Cl -1.2072 -1.1312 3.1518  0.13
C -1.5040 -2.6798 4.0202  -0.47
Cl -0.0277 -3.2710 4.7873  -0.12
H -1.8584 -3.4047 3.2974  0.29
H -2.2401 -2.4594 4.7835  0.35

Atomic forces in eV per Å
W 1.9 0.7 0.9
Te 0.5 -0.9 0.0
Te -0.7 0.0 -0.4
Te -0.1 0.3 0.2
Te 0.6 0.5 0.1
N -0.1 0.0 -0.2
C 0.0 -0.1 0.3
C 0.6 -0.2 0.0
C -0.3 -0.3 -0.2
O -0.1 0.1 -0.2
O -1.2 0.5 -0.6
H 0.2 -0.1 0.2
H 0.1 0.0 0.1
H 0.0 0.0 0.0
H -0.2 -0.1 0.0
H 0.0 0.0 0.1
H 0.0 0.0 0.1
N 0.2 0.1 0.0
C -0.2 0.3 0.7
N -1.1 -0.6 -1.1
C 1.0 0.9 0.3
N -0.5 -0.4 -0.1
C -1.2 -0.2 0.3
C 0.6 0.4 0.1
N -0.4 -0.1 0.3
C 0.2 -0.1 -0.7
C -0.1 0.6 1.0
N 0.9 -1.0 -1.7
H 0.0 0.0 0.0
H 0.0 0.0 0.0
H 0.0 0.0 0.0
H -0.1 0.1 0.1
H 0.0 0.1 0.0
Cl -0.7 -0.4 0.4
C 0.5 0.1 0.0
Cl -0.2 0.0 0.0
H 0.0 0.0 0.0
H 0.0 0.0 0.0

- highest occupied orbital energy (spin up / spin down) (Ha) = -0.3570 / -0.3570
- HOMO-LUMO gap (spin up / spin down) (eV) = 4.70 / 4.70
- net charge = +1


[8]
The following is a DFT calculation (ωB97M-V with the def2-TZVPD basis set) of a cluster of 2 separate species, C10H13ClO3Si in total at a distorted geometry.

Last column: Mulliken charge in e.
Atoms and positions in Å:
C -1.3836 1.9048 -0.5936  -0.46
C -1.5868 0.0739 0.9495  -0.80
C -2.7547 2.0294 -0.6279  -0.46
C -2.9667 0.2022 0.9141  -0.21
C -0.7945 0.9131 0.1854  0.14
C -3.5655 1.1694 0.1164  0.70
C 1.2981 -0.2019 0.4982  0.23
C -5.7800 0.5180 0.7012  -0.82
C 4.1643 0.3915 -1.8225  -0.97
C 4.8868 -0.9960 0.9820  -0.94
O 0.9502 -1.2538 0.9572  -0.51
O 0.6058 0.8482 0.1294  -0.17
O -4.9086 1.3524 -0.0195  -0.44
Si 3.9133 0.3360 0.0536  0.64
Cl 4.2540 2.1636 0.8734  -0.27
H -0.7583 2.5666 -1.1701  0.41
H -1.1433 -0.6932 1.5618  0.43
H -3.2224 2.7865 -1.2361  0.40
H -3.5582 -0.4689 1.5160  0.37
H -6.7836 0.8364 0.4275  0.23
H -5.6482 0.6313 1.7834  0.34
H -5.6488 -0.5334 0.4256  0.33
H 3.8252 -0.5277 -2.2893  0.33
H 3.6131 1.2158 -2.2642  0.28
H 5.2169 0.5226 -2.0708  0.33
H 5.9293 -0.7082 1.1111  0.32
H 4.4673 -1.1607 1.9706  0.28
H 4.8610 -1.9456 0.4553  0.31

Atomic forces in eV per Å
C 0.2 -0.2 0.2
C 0.4 0.0 0.0
C -0.1 -0.1 0.1
C -0.4 0.2 -0.1
C -0.5 -0.2 0.0
C 0.1 0.0 0.0
C 3.9 -0.9 0.0
C -0.1 -0.2 0.2
C 0.0 0.0 0.6
C -0.3 0.4 -0.3
O -0.2 0.7 -0.3
O -0.6 0.8 -0.2
O 0.3 0.3 -0.1
Si -2.4 -1.4 -0.1
Cl 0.1 0.4 0.1
H 0.1 0.1 -0.1
H 0.0 0.0 0.0
H -0.1 0.1 -0.1
H -0.1 -0.1 0.0
H 0.0 -0.1 0.1
H 0.0 0.0 -0.1
H 0.0 0.0 0.0
H -0.1 -0.2 0.0
H -0.1 0.1 0.0
H 0.1 0.0 0.1
H 0.1 0.1 -0.1
H -0.1 0.1 0.1
H -0.1 -0.1 -0.2

- highest occupied orbital energy (Ha) = -0.3011
- energy above the lowest of the compared OMol25 structures with the same formula, charge and spin (eV) = 0.000
- HOMO-LUMO gap (eV) = 8.88


What is the formula in the sixth record? C10H13Cl21IO7PS2